DFT (the ωB97M-V functional and the def2-TZVPD basis) results for a single C13H21NO3 molecule.

CARTESIAN COORDINATES (ANGSTROEM)
O 0.943 -0.134 0.932
O 0.421 -0.549 -1.889
O 1.942 -2.763 0.972
N -0.340 1.838 -0.747
C 0.587 -2.566 0.986
C -0.339 -3.598 1.054
C 1.957 -0.073 -0.055
C -2.496 2.810 -0.267
C 2.434 -4.079 0.991
C -1.123 3.052 -0.895
C -2.154 -2.037 1.129
C 0.121 -1.237 0.952
C -1.698 -3.339 1.124
C -0.466 4.293 -0.278
C 1.423 0.330 -1.451
C 0.906 1.778 -1.481
C -1.244 -0.999 1.038
H -1.584 0.025 1.028
H -0.291 4.133 0.785
H 1.693 2.448 -1.100
H -1.111 5.159 -0.396
H -0.005 -4.623 1.067
H -3.209 -1.824 1.194
H 2.260 0.231 -2.153
H -2.400 2.678 0.809
H -0.409 -0.214 -1.516
H 2.105 -4.646 0.114
H 2.662 0.685 0.297
H -0.155 1.660 0.237
H -2.946 1.915 -0.689
H 3.519 -3.985 0.971
H -1.251 3.217 -1.973
H -3.153 3.655 -0.454
H 0.486 4.506 -0.759
H 2.136 -4.607 1.902
H -2.391 -4.164 1.181
H 0.696 2.053 -2.521
H 2.473 -1.030 -0.140

HOMO energy = -8.15 eV
HOMO-LUMO gap = 9.0 eV
Relative energy (zero: lowest compared OMol25 entry of this formula, charge and spin) = 77.5 kJ/mol
LUMO level = 0.9 eV
Maximum force = 0.9 eV Å⁻¹
Net charge = 0